Entry 1:
Molecular formula: C45H79F3N8O8
Method: DFT, ωB97M-V with the def2-TZVPD basis set

Output
SMILES string	CCCCCCCCCC[C@](C#N)(C[C@@H]1CO1)[C@@](C#N)(COC(F)(F)F)Cc1cccc(C)c1.CN(C)C=O.CN(C)C=O.CN(C)C=O.CN(C)C=O.CN(C)C=O.CN(C)C=O
largest force on an atom	12.362	eV Å⁻¹
multiplicity	1
E_HOMO	-8.238	eV

Element x y z (Å)
1 C -0.767 3.589 0.545
2 C -0.215 3.746 2.097
3 C 0.949 2.614 2.333
4 C 0.542 1.589 3.583
5 C 1.952 0.829 4.034
6 C 1.608 -0.407 5.084
7 C 2.444 -1.759 4.676
8 C 1.525 -2.945 4.001
9 C 0.576 -2.294 2.788
10 C 0.052 -3.574 1.852
11 C -0.538 -3.059 0.368
12 C -1.319 -1.628 0.752
13 N -1.938 -0.468 0.671
14 C -1.654 -4.181 -0.020
15 C -3.265 -3.615 0.506
16 C -3.540 -3.719 2.207
17 O -4.209 -4.714 1.074
18 C 0.629 -2.765 -0.732
19 C 2.186 -2.898 -0.120
20 N 3.193 -3.126 0.663
21 C 0.661 -3.810 -2.025
22 O 1.182 -5.102 -1.556
23 C 2.299 -5.595 -2.375
24 F 1.934 -5.826 -3.812
25 F 3.539 -4.764 -2.294
26 F 2.702 -6.951 -1.846
27 C 0.641 -1.253 -1.392
28 C -0.482 -0.961 -2.536
29 C -0.003 0.065 -3.770
30 C -1.013 0.523 -5.006
31 C -2.561 -0.043 -5.061
32 C -3.034 -1.051 -3.844
33 C -4.600 -1.635 -3.843
34 C -2.017 -1.497 -2.624
35 H -1.808 3.034 0.590
36 H -0.981 4.671 0.101
37 H -0.026 2.998 -0.146
38 H 0.291 4.795 2.251
39 H -1.059 3.538 2.911
40 H 1.209 1.982 1.356
41 H 1.965 3.127 2.681
42 H 0.101 2.169 4.519
43 H -0.206 0.745 3.266
44 H 2.733 1.565 4.525
45 H 2.404 0.361 3.045
46 H 1.904 -0.025 6.173
47 H 0.444 -0.577 5.114
48 H 3.296 -1.436 3.928
49 H 2.886 -2.201 5.687
50 H 0.764 -3.295 4.846
51 H 2.126 -3.886 3.645
52 H 1.188 -1.511 2.146
53 H -0.303 -1.748 3.347
54 H 0.854 -4.427 1.748
55 H -0.813 -4.066 2.513
56 H -1.902 -4.303 -1.155
57 H -1.513 -5.191 0.563
58 H -3.755 -2.635 -0.110
59 H -4.512 -3.997 2.762
60 H -3.881 -2.575 2.125
61 H 1.460 -3.346 -2.776
62 H -0.347 -3.861 -2.616
63 H 1.687 -1.203 -1.973
64 H 0.754 -0.383 -0.580
65 H 1.084 0.539 -3.776
66 H -0.574 1.265 -5.824
67 H -3.250 0.332 -5.933
68 H -5.289 -0.862 -4.426
69 H -4.970 -1.628 -2.731
70 H -4.671 -2.681 -4.372
71 H -2.434 -2.185 -1.779
72 C 1.045 7.193 -2.781
73 N 1.611 6.731 -1.531
74 C 3.012 6.369 -1.489
75 C 0.857 6.626 -0.381
76 O 1.270 6.243 0.706
77 H 1.160 6.407 -3.533
78 H 1.582 8.090 -3.102
79 H -0.016 7.431 -2.670
80 H 3.101 5.323 -1.181
81 H 3.521 6.998 -0.752
82 H 3.475 6.504 -2.470
83 H -0.194 6.926 -0.525
84 C 4.622 10.723 -4.120
85 N 4.599 9.316 -4.465
86 C 5.819 8.546 -4.341
87 C 3.453 8.690 -4.906
88 O 3.363 7.508 -5.213
89 H 5.348 11.232 -4.761
90 H 4.921 10.825 -3.073
91 H 3.639 11.179 -4.259
92 H 6.076 8.128 -5.319
93 H 5.651 7.724 -3.639
94 H 6.638 9.175 -3.982
95 H 2.585 9.367 -4.962
96 C -9.221 -3.014 -3.384
97 N -8.814 -2.096 -4.427
98 C -9.705 -1.016 -4.795
99 C -7.605 -2.219 -5.079
100 O -7.199 -1.480 -5.968
101 H -10.153 -3.502 -3.686
102 H -9.384 -2.451 -2.461
103 H -8.457 -3.777 -3.209
104 H -9.957 -1.108 -5.855
105 H -9.193 -0.062 -4.636
106 H -10.618 -1.047 -4.195
107 H -7.007 -3.073 -4.722
108 C 3.108 3.471 9.838
109 N 3.012 2.808 8.554
110 C 2.390 3.509 7.451
111 C 3.495 1.533 8.351
112 O 3.447 0.915 7.295
113 H 2.100 3.715 10.186
114 H 3.688 4.390 9.719
115 H 3.597 2.830 10.577
116 H 1.532 2.928 7.098
117 H 3.112 3.600 6.634
118 H 2.059 4.503 7.762
119 H 3.948 1.093 9.255
120 C -5.965 -5.700 -8.562
121 N -5.616 -5.727 -7.157
122 C -5.770 -6.966 -6.422
123 C -5.142 -4.613 -6.498
124 O -4.829 -4.566 -5.315
125 H -7.021 -5.966 -8.669
126 H -5.346 -6.427 -9.094
127 H -5.801 -4.707 -8.989
128 H -6.465 -6.804 -5.592
129 H -4.799 -7.262 -6.016
130 H -6.153 -7.756 -7.074
131 H -5.064 -3.727 -7.150
132 C 6.079 -2.645 5.867
133 N 6.702 -3.241 7.031
134 C 7.195 -4.599 6.941
135 C 6.841 -2.555 8.219
136 O 7.356 -2.997 9.238
137 H 5.210 -3.247 5.585
138 H 6.801 -2.634 5.046
139 H 5.755 -1.622 6.074
140 H 6.686 -5.213 7.690
141 H 8.269 -4.604 7.153
142 H 7.016 -5.011 5.944
143 H 6.432 -1.532 8.177

Cartesian forces, eV/Å:
-1.098 0.744 0.661
0.894 -0.734 -0.496
0.097 -0.238 1.289
1.696 -0.125 -0.115
-1.136 -0.614 -0.023
0.270 0.780 0.216
-0.140 -0.427 0.626
-1.026 1.121 0.401
0.933 -1.187 0.291
-0.527 0.598 1.294
-0.594 0.044 2.536
-4.112 8.020 -2.387
5.752 -10.888 1.086
-3.110 0.885 0.240
0.053 -3.461 1.824
-1.560 1.697 -1.903
2.507 5.116 -2.989
1.720 0.379 -1.226
5.155 -2.065 6.656
-8.771 2.177 -7.244
1.037 1.983 -0.719
2.864 -0.883 -3.097
0.738 -1.773 0.476
1.334 1.170 4.820
-4.484 -2.648 -0.627
-1.573 4.892 -1.808
0.988 0.414 -0.940
-2.494 1.793 -3.518
-3.413 -0.942 -0.389
-1.044 -2.590 3.218
3.513 -0.868 3.512
2.307 1.038 -0.390
0.825 1.325 -0.092
1.548 2.529 -2.624
2.203 0.955 -0.333
0.504 -2.411 0.795
-1.429 1.255 1.400
-1.318 -2.080 -0.339
1.693 0.662 -1.971
-0.730 1.324 2.124
-2.137 -0.993 -0.833
0.858 -1.055 -2.058
1.256 1.746 0.448
-1.629 -1.440 -1.086
-0.749 1.039 1.996
-0.560 -1.103 -2.519
2.215 0.130 -0.232
-1.547 -0.815 1.613
-0.600 0.890 -2.278
1.603 0.544 -1.778
-0.956 1.994 0.587
-1.206 -1.623 1.333
1.559 -1.118 -1.536
-1.348 1.989 -0.183
1.502 1.137 -1.896
0.956 0.013 2.049
-0.120 2.127 -1.386
1.245 -2.924 2.044
2.160 -0.098 0.623
-0.722 -1.564 -0.377
-1.807 -0.888 1.616
1.867 -0.248 1.445
-2.321 -0.139 1.197
-0.762 -2.092 -1.622
-2.531 -1.241 0.130
-1.160 -1.824 1.965
1.301 -1.042 2.061
1.639 -1.687 1.167
0.720 -0.312 -2.097
0.255 2.031 1.246
0.815 1.487 -1.857
0.132 -0.141 0.076
-1.017 0.007 1.109
0.031 -0.087 0.283
0.839 -0.124 -0.268
0.011 0.375 -0.935
-0.048 0.263 -0.127
-0.180 -0.101 -0.147
0.164 -0.066 0.102
0.185 0.126 -0.015
0.108 -0.163 -0.063
-0.222 -0.004 0.097
0.045 0.029 -0.126
0.131 -0.169 -0.005
-1.350 -0.419 -0.413
-0.104 -0.306 -0.122
0.863 -0.184 0.089
0.324 0.837 0.331
-0.088 0.162 0.141
-0.030 0.216 -0.080
0.135 -0.151 -0.003
0.117 -0.056 0.191
0.208 0.014 -0.108
-0.241 -0.045 -0.064
0.088 0.104 0.028
-0.041 0.175 -0.112
1.281 -0.289 -0.565
0.190 0.140 -0.230
-0.698 0.284 0.109
-0.539 -0.349 0.530
0.038 -0.083 0.210
-0.051 -0.222 0.053
-0.067 0.169 -0.089
-0.071 0.184 0.118
-0.208 -0.003 -0.098
0.222 -0.080 -0.067
-0.090 -0.002 0.073
-0.069 0.012 -0.205
0.595 -1.385 0.036
0.021 -0.235 -0.267
-0.355 0.691 -0.271
0.078 0.708 0.707
0.142 0.082 0.160
-0.062 -0.006 0.220
-0.074 0.049 -0.185
0.056 0.184 -0.126
-0.217 0.074 -0.036
0.105 -0.224 0.032
-0.038 0.111 0.038
0.015 -0.106 0.144
0.507 1.345 0.584
0.115 0.093 0.301
-0.235 -0.746 -0.303
-0.329 -0.424 -0.598
0.080 0.036 -0.209
-0.137 0.091 -0.150
-0.009 -0.142 0.159
0.104 -0.206 -0.019
-0.193 -0.119 0.053
0.076 0.234 0.052
-0.063 -0.082 -0.024
0.076 -0.163 0.052
0.053 0.888 1.125
0.104 0.005 0.324
0.172 -0.733 -0.321
-0.325 0.091 -0.853
0.015 0.195 -0.168
-0.186 0.080 -0.098
0.036 -0.178 0.041
0.172 -0.093 -0.120
-0.105 -0.202 -0.024
-0.017 0.186 0.168
-0.040 -0.040 -0.142

***

Entry 2:
Molecular formula: C45H86BrCl2F3N2O16PS
Method: DFT, ωB97M-V with the def2-TZVPD basis set

Output
net charge	+1
largest force on an atom	7.211	eV Å⁻¹
multiplicity	1
E_HOMO	-10.339	eV

Element x y z (Å)
1 C -5.668 3.071 1.554
2 C -4.557 2.404 1.261
3 C -3.332 1.619 0.602
4 C -2.805 2.178 -0.858
5 C -2.480 3.737 -0.458
6 C -1.771 4.149 0.864
7 O -2.706 4.771 1.839
8 C -0.666 5.370 0.790
9 F -1.257 6.656 1.147
10 F 0.348 5.135 1.812
11 F -0.009 5.545 -0.444
12 N -3.916 2.124 -1.921
13 C -3.922 3.192 -2.980
14 S -3.091 2.987 -4.600
15 C -4.033 4.053 -5.851
16 C -3.044 5.226 -6.426
17 C -4.376 0.758 -2.348
18 C -5.363 0.641 -3.612
19 C -6.793 1.355 -3.626
20 C -7.969 0.509 -4.414
21 O -5.010 -0.096 -1.386
22 C -6.121 0.265 -0.619
23 C -7.342 -0.800 -0.895
24 O -8.397 -0.697 0.095
25 C -9.675 -0.365 -0.523
26 C -9.714 1.260 -0.710
27 C -3.133 -0.254 -2.781
28 O -2.683 -0.169 -4.141
29 N -2.884 -1.330 -4.812
30 O -2.430 -1.276 -5.926
31 C -2.051 -0.212 -1.581
32 C -0.889 -1.307 -1.909
33 O -1.493 -2.629 -1.794
34 C -0.477 -3.682 -1.776
35 C -1.125 -4.944 -0.953
36 C -1.498 1.268 -1.159
37 C -0.310 1.326 -0.091
38 Cl 1.058 2.609 -0.084
39 C -0.107 0.455 1.061
40 C 1.160 0.601 2.093
41 Cl -1.262 -0.858 1.520
42 P -0.536 1.661 -2.808
43 O 1.060 0.918 -2.725
44 Br 0.062 3.796 -3.158
45 H -6.582 3.659 1.913
46 H -2.513 1.642 1.420
47 H -3.651 0.518 0.602
48 H -1.996 4.331 -1.341
49 H -3.549 4.228 -0.443
50 H -1.224 3.344 1.499
51 H -2.794 4.172 2.617
52 H -4.748 2.469 -1.351
53 H -5.054 3.337 -3.273
54 H -3.705 4.271 -2.654
55 H -4.901 4.581 -5.290
56 H -4.437 3.381 -6.695
57 H -2.035 4.769 -6.769
58 H -2.895 6.041 -5.607
59 H -3.519 5.713 -7.371
60 H -5.598 -0.506 -3.690
61 H -4.908 0.876 -4.651
62 H -7.222 1.730 -2.636
63 H -6.671 2.316 -4.288
64 H -8.941 0.741 -3.809
65 H -8.123 0.886 -5.489
66 H -7.749 -0.615 -4.323
67 H -6.499 1.372 -0.649
68 H -5.877 0.101 0.516
69 H -7.739 -0.764 -1.972
70 H -6.875 -1.865 -0.763
71 H -9.849 -0.902 -1.525
72 H -10.501 -0.664 0.219
73 H -10.567 1.689 -0.045
74 H -9.835 1.515 -1.825
75 H -8.725 1.695 -0.273
76 H -3.550 -1.352 -2.737
77 H -2.632 -0.759 -0.728
78 H -0.456 -1.203 -2.986
79 H -0.010 -1.237 -1.147
80 H 0.484 -3.385 -1.188
81 H -0.257 -3.949 -2.873
82 H -1.600 -5.667 -1.733
83 H -1.962 -4.532 -0.276
84 H -0.290 -5.472 -0.332
85 H 1.066 -0.129 2.978
86 H 2.173 0.466 1.559
87 H 1.026 1.669 2.549
88 H 1.696 1.468 -3.244
89 C 4.119 0.432 10.056
90 O 3.901 1.222 8.902
91 C 4.393 0.593 7.721
92 C 3.822 1.272 6.479
93 O 2.500 0.827 6.162
94 C 1.460 1.334 7.003
95 C 1.121 2.793 6.710
96 O 2.052 3.657 7.356
97 C 2.016 4.970 6.826
98 H 5.188 0.248 10.200
99 H 3.735 0.977 10.921
100 H 3.579 -0.516 9.976
101 H 4.121 -0.468 7.718
102 H 5.485 0.691 7.721
103 H 4.437 0.981 5.622
104 H 3.867 2.359 6.550
105 H 1.688 1.169 8.057
106 H 0.578 0.730 6.766
107 H 0.125 3.024 7.106
108 H 1.133 2.965 5.628
109 H 2.311 4.961 5.771
110 H 2.732 5.581 7.378
111 H 1.018 5.404 6.937
112 C 1.037 -0.501 -6.717
113 O 2.019 -1.491 -6.474
114 C 1.715 -2.273 -5.322
115 C 2.564 -3.541 -5.299
116 O 2.039 -4.575 -6.134
117 C 2.229 -4.391 -7.540
118 C 3.664 -4.658 -7.983
119 O 4.481 -3.517 -7.732
120 C 5.861 -3.832 -7.769
121 H 0.958 0.181 -5.864
122 H 1.336 0.069 -7.599
123 H 0.068 -0.968 -6.919
124 H 0.653 -2.541 -5.316
125 H 1.943 -1.666 -4.437
126 H 2.535 -3.949 -4.284
127 H 3.610 -3.337 -5.532
128 H 1.876 -3.409 -7.862
129 H 1.585 -5.136 -8.018
130 H 3.684 -4.849 -9.063
131 H 4.058 -5.531 -7.451
132 H 6.108 -4.547 -6.977
133 H 6.426 -2.915 -7.593
134 H 6.138 -4.239 -8.746
135 C 10.054 -5.266 4.058
136 O 8.914 -4.672 4.652
137 C 8.767 -5.045 6.020
138 C 7.776 -4.119 6.721
139 O 8.365 -2.881 7.126
140 C 8.608 -1.940 6.077
141 C 7.333 -1.260 5.585
142 O 6.647 -2.101 4.660
143 C 5.305 -1.696 4.469
144 H 9.985 -6.357 4.098
145 H 10.098 -4.952 3.013
146 H 10.965 -4.926 4.560
147 H 9.735 -5.001 6.530
148 H 8.386 -6.073 6.047
149 H 7.460 -4.604 7.649
150 H 6.879 -3.954 6.124
151 H 9.172 -2.394 5.260
152 H 9.249 -1.172 6.521
153 H 7.592 -0.332 5.061
154 H 6.686 -1.029 6.439
155 H 4.747 -1.779 5.407
156 H 4.847 -2.363 3.736
157 H 5.262 -0.669 4.091

Cartesian forces, eV/Å:
6.098 -3.564 -1.450
-5.853 3.542 0.126
-1.701 -0.343 1.554
2.392 0.653 3.738
-1.428 1.587 -2.565
0.720 0.962 3.042
0.521 -1.696 -0.599
0.962 1.695 0.764
1.784 -3.619 -1.387
-2.625 0.574 -2.787
-1.557 -0.386 2.917
-1.137 1.059 2.026
-2.992 3.044 -2.303
0.348 -0.318 -0.662
-0.406 1.423 0.077
-0.274 -0.379 -0.112
-0.598 -4.459 -3.757
-1.174 -0.520 -1.520
-0.552 1.351 -1.433
-0.033 0.637 1.467
1.604 1.583 0.237
-2.907 -0.038 2.609
1.050 -0.858 0.007
0.031 -0.113 -1.975
-0.439 1.406 0.510
-0.115 -0.520 0.486
-0.642 -1.204 1.805
0.503 1.864 1.212
0.675 -1.151 -2.845
-1.088 0.129 2.750
0.569 -1.975 -0.093
0.494 -0.137 -0.112
1.340 1.000 0.348
-0.304 -1.153 0.744
0.205 0.336 -1.030
1.371 -0.106 -0.203
0.157 -2.433 4.280
-2.109 -1.515 -0.504
0.732 1.963 -1.749
-1.356 0.378 0.029
1.120 1.237 -0.574
1.202 -0.963 -2.186
-1.936 1.341 0.333
0.053 -0.045 0.512
1.967 -1.261 -0.663
-1.025 0.191 -1.883
0.449 1.652 -0.341
-0.468 -1.464 1.553
1.942 -0.809 0.492
-0.699 1.089 -1.854
0.069 0.632 -0.953
0.870 -0.410 -0.259
1.970 -0.702 0.691
0.182 -2.134 0.600
1.247 -1.041 -1.046
0.679 1.001 1.508
-1.681 0.840 0.795
-0.101 -1.556 -1.540
0.677 -0.858 1.764
0.739 2.057 0.534
-0.264 -0.191 2.080
0.822 -0.802 -1.189
-0.211 -1.505 1.358
1.600 -0.601 -1.332
0.416 -0.898 1.670
-0.442 1.670 -0.482
0.852 -1.906 -0.420
-0.299 0.347 -2.036
0.532 0.257 1.561
-0.616 1.917 -0.286
0.415 0.668 1.536
1.446 0.279 -1.165
1.399 -0.588 -1.515
0.085 -0.042 1.855
-1.713 -0.773 -0.941
0.442 2.256 0.329
1.086 1.441 -1.377
-0.663 0.140 1.785
-1.535 0.141 -1.348
-1.623 -0.048 -1.240
0.014 0.282 1.738
0.873 1.116 1.642
1.452 -0.693 -0.956
-1.708 0.883 -1.195
0.045 0.963 -1.656
-1.774 0.395 0.810
0.659 -1.869 -0.920
-0.721 -0.372 0.550
-0.037 0.236 -0.118
-0.158 -0.203 -0.129
-0.149 0.682 0.198
0.027 -0.438 0.057
-0.015 0.205 0.177
-0.046 0.076 -0.400
0.372 0.006 0.712
0.002 -0.049 -0.325
0.102 -0.222 0.208
0.005 -0.125 0.050
0.051 0.025 -0.163
0.099 -0.116 0.030
0.022 -0.047 -0.073
0.092 -0.156 -0.130
-0.083 -0.075 0.073
-0.029 0.007 0.261
0.085 0.253 -0.018
0.076 0.039 -0.080
-0.169 -0.069 -0.146
-0.023 -0.046 -0.072
-0.112 0.083 -0.074
-0.094 -0.142 0.011
-0.031 0.082 -0.099
0.286 -0.221 -0.098
-0.233 -0.091 0.043
0.613 0.131 -0.372
-0.465 -0.139 -0.015
0.137 0.353 -0.043
0.182 -0.379 0.089
-0.108 0.679 -0.063
0.033 -0.165 0.207
-0.244 0.180 0.024
-0.156 0.065 0.070
0.065 -0.094 0.115
-0.105 0.097 0.103
-0.054 -0.069 0.033
-0.110 -0.037 0.210
-0.094 -0.008 -0.067
-0.045 0.216 -0.148
0.249 0.059 0.019
0.084 -0.015 0.121
-0.061 -0.218 -0.027
-0.062 -0.054 -0.002
0.081 -0.111 -0.085
-0.146 -0.051 -0.054
0.095 -0.091 0.020
-0.269 0.146 0.015
0.171 0.102 0.118
-0.427 0.229 -0.448
0.430 -0.058 0.216
-0.106 -0.026 -0.374
-0.227 0.114 0.354
0.250 -0.427 -0.493
-0.219 0.018 0.168
0.359 -0.239 -0.001
0.128 -0.050 0.017
-0.104 -0.012 0.125
0.085 -0.128 0.033
-0.024 -0.005 0.079
0.050 -0.093 0.194
0.127 0.059 -0.022
0.111 -0.031 -0.230
-0.240 -0.021 -0.114
-0.114 -0.057 0.054
0.031 0.173 0.144
0.038 0.010 0.066
-0.101 0.162 0.009
0.138 0.041 0.043
-0.111 0.090 0.031

***

| no. | E_LUMO (eV) | gap between HOMO and LUMO (eV) |
| --- | --- | --- |
| 1 | -0.3 | 7.977 |
| 2 | -2.5 | 7.877 |